{
  "formula": "C23H54BaClN3O10",
  "method": "the ωB97M-V functional and the def2-TZVPD basis",
  "lumo_ev": -0.19,
  "spin_multiplicity": 1,
  "e_tot_ev": -62880.640,
  "e_homo_ev": -5.8,
  "gap_ha": 0.206,
  "symbols": ["Ba", "Cl", "O", "O", "O", "O", "C", "C", "C", "C", "C", "C", "N", "O", "C", "C", "C", "H", "H", "H", "H", "H", "H", "H", "H", "H", "H", "H", "H", "H", "H", "H", "H", "H", "H", "C", "C", "O", "H", "H", "H", "H", "H", "H", "C", "O", "C", "C", "N", "C", "C", "O", "C", "H", "H", "H", "H", "H", "H", "H", "H", "H", "H", "H", "H", "H", "H", "H", "C", "O", "C", "C", "N", "C", "C", "O", "C", "H", "H", "H", "H", "H", "H", "H", "H", "H", "H", "H", "H", "H", "H", "H"],
  "xyz": [[-0.074028, 1.098386, 0.765119], [-3.617356, 3.562739, 0.091398], [-4.118551, 3.474782, -1.249340], [-4.535129, 2.918201, 0.995245], [-2.339878, 2.868200, 0.151241], [-3.396183, 4.914693, 0.466998], [-0.766188, -2.548986, -2.943062], [-0.451622, -3.141878, -1.553240], [-0.433601, -4.671311, -1.663918], [0.845452, -5.147165, -2.342442], [2.076798, -4.641206, -1.595992], [2.099288, -3.097225, -1.518585], [0.809441, -2.681666, -0.965417], [0.732766, -1.370747, -0.497214], [2.396477, -2.478934, -2.884907], [3.201482, -2.711329, -0.538631], [-1.597086, -2.791173, -0.589373], [-0.338892, -1.549838, -3.052834], [-1.853046, -2.481138, -3.013349], [-0.356065, -3.132291, -3.765979], [-1.228862, -4.987633, -2.346246], [-0.590068, -5.094119, -0.671620], [0.912103, -4.826976, -3.382995], [0.922567, -6.238628, -2.327556], [2.959411, -5.023722, -2.114457], [2.018456, -5.037410, -0.580047], [1.821352, -2.939682, -3.689812], [3.452712, -2.536390, -3.155687], [2.077271, -1.432339, -2.894172], [4.158235, -3.056604, -0.944899], [3.147381, -3.249266, 0.411791], [3.203699, -1.639141, -0.363806], [-1.833074, -1.728088, -0.641862], [-1.266233, -3.046191, 0.419066], [-2.521974, -3.332781, -0.801168], [-1.659221, 1.129309, -4.010532], [-2.248963, 0.480969, -2.762050], [-1.270961, 0.407617, -1.736042], [-1.221421, 2.082418, -3.711799], [-2.465816, 1.378742, -4.708274], [-0.953992, 0.505669, -4.559862], [-2.653754, -0.513083, -2.967863], [-3.060499, 1.109586, -2.395485], [-0.604765, -0.296699, -1.850054], [-3.503244, -0.252703, 1.230409], [-2.255488, -0.195516, 1.887890], [-2.113436, -1.176589, 2.887802], [-0.857610, -0.813349, 3.658743], [0.288449, -0.847142, 2.763613], [1.511423, -0.491821, 3.501888], [2.649545, -0.434667, 2.477836], [2.490552, 0.728534, 1.654656], [3.401919, 0.874578, 0.564653], [-3.650798, -1.181270, 0.666313], [-3.624503, 0.555187, 0.514533], [-4.334854, -0.220321, 1.941751], [-2.092872, -2.206351, 2.510050], [-2.981793, -1.144246, 3.561041], [-0.741051, -1.559686, 4.463238], [-1.040396, 0.143259, 4.145279], [0.434023, -1.735576, 2.290091], [1.601421, -1.230171, 4.305757], [1.352776, 0.508858, 3.911186], [2.703368, -1.352347, 1.878987], [3.668646, -0.379998, 2.883603], [3.162722, 1.814965, 0.071923], [3.168053, 0.117721, -0.190519], [4.427427, 0.829042, 0.931290], [1.860501, 1.736034, -2.370544], [1.175221, 2.318374, -1.291131], [1.373588, 3.737608, -1.214888], [0.710213, 4.377359, -0.006229], [0.935255, 3.678739, 1.283761], [0.138719, 4.392582, 2.324353], [-0.091290, 3.525219, 3.547905], [-1.013484, 2.445992, 3.339974], [-2.388096, 2.779132, 3.531961], [2.942934, 1.679227, -2.195445], [1.701871, 2.270828, -3.310140], [1.548143, 0.698036, -2.488175], [1.018917, 4.154970, -2.161303], [2.458898, 3.919464, -1.199097], [-0.346278, 4.448286, -0.275433], [1.042790, 5.406367, 0.169603], [1.878438, 3.841794, 1.627133], [-0.814128, 4.688838, 1.880737], [0.650462, 5.305449, 2.653593], [-0.468179, 4.077808, 4.413907], [0.814813, 3.005592, 3.870709], [-2.498128, 3.114064, 4.571706], [-2.973034, 1.893312, 3.326033], [-2.700086, 3.646863, 2.948710]],
  "forces_ev_per_a": [[-1.028, -0.998, -0.764], [-0.768, -0.795, -0.484], [0.073, 0.063, -0.061], [0.121, 0.077, 0.120], [0.943, -0.571, 0.205], [0.155, 0.995, 0.379], [-0.079, 0.219, 0.207], [0.080, -0.168, -0.133], [0.375, 0.162, -1.081], [0.676, -0.368, 0.800], [-0.544, 0.391, -0.423], [-0.398, -0.356, 0.292], [-0.438, -1.050, 1.326], [0.096, 1.383, -0.549], [-0.136, 0.310, -0.453], [0.434, -0.315, -0.093], [0.266, 0.400, 0.049], [-0.073, -0.067, -0.003], [0.060, -0.023, -0.459], [-0.170, -0.135, 0.012], [-0.434, 0.076, 0.424], [0.174, -0.224, -0.034], [-0.269, -0.048, -0.049], [-0.303, -0.017, -0.215], [0.229, 0.127, 0.227], [0.280, 0.030, 0.052], [0.103, -0.171, 0.074], [0.016, 0.024, 0.041], [0.235, 0.045, 0.199], [0.052, 0.352, -0.189], [-0.527, 0.150, 0.073], [0.127, -0.256, -0.047], [0.091, -0.029, 0.184], [-0.076, 0.085, 0.059], [0.138, -0.210, -0.234], [-0.752, 0.192, -0.080], [0.369, 0.066, -0.403], [0.115, 0.254, 0.700], [0.260, -0.077, -0.075], [0.017, -0.085, 0.019], [0.191, -0.030, 0.240], [-0.007, 0.059, -0.044], [0.086, 0.010, 0.182], [-0.190, -0.130, 0.080], [-0.995, -0.513, -0.463], [-0.188, -0.069, -0.412], [-0.140, 0.164, 0.690], [-0.663, -1.668, -0.057], [0.315, 1.150, 0.534], [-0.286, -0.083, -1.231], [1.173, -0.258, -0.027], [-0.527, 0.124, 0.348], [-0.690, -0.493, 0.049], [0.391, -0.135, 0.105], [0.337, 0.263, 0.247], [0.117, 0.277, 0.167], [0.208, 0.156, -0.416], [0.041, 0.121, 0.029], [-0.033, 0.087, 0.080], [0.542, 0.272, -0.316], [-0.372, -0.005, -0.037], [0.833, 0.229, 0.111], [0.135, -0.063, 0.246], [-0.566, 0.131, -0.216], [-0.232, 0.129, 0.626], [0.244, 0.268, 0.378], [0.376, -0.071, 0.176], [0.108, 0.011, -0.211], [0.533, -0.520, -0.484], [-0.199, 0.681, 0.457], [1.255, -0.242, -0.244], [0.038, 0.075, -0.074], [-0.772, 0.603, 0.407], [-0.254, -0.257, 0.100], [-0.672, -0.856, 0.400], [0.394, -0.086, -0.783], [0.516, 0.900, 0.682], [0.005, 0.318, 0.115], [-0.188, 0.092, 0.055], [-0.341, 0.119, 0.169], [-0.221, 0.322, 0.209], [0.036, -0.040, 0.060], [-0.205, -0.299, 0.745], [0.139, 0.110, -0.799], [0.276, -0.373, -0.695], [-0.073, -0.060, 0.109], [-0.030, 0.062, -0.111], [0.183, 0.424, -0.139], [0.268, 0.292, -0.133], [-0.197, -0.359, 0.133], [-0.135, 0.048, -0.157], [-0.057, -0.325, -0.494]]
}